i) {
  "formula": "C5H5NO",
  "method": "ωB97M-V with the def2-TZVPD basis set",
  "elements": ["O", "C", "C", "C", "C", "C", "N", "H", "H", "H", "H", "H"],
  "xyz": [[-0.458, -1.683, 0.266], [-0.215, -0.372, 0.880], [-0.939, 0.751, 0.188], [1.103, 0.290, 0.395], [0.182, 1.242, -0.346], [-0.318, -1.700, -1.019], [-0.185, -1.709, -2.174], [-0.355, -0.569, 1.944], [-1.991, 1.005, 0.129], [1.767, -0.355, -0.186], [1.672, 0.770, 1.198], [0.384, 2.038, -1.055]],
  "spin_multiplicity": 1,
  "gap_ev": 11.32,
  "charge": 0,
  "e_homo_ev": -10.47
}


ii) {
  "formula": "C5H5NO",
  "method": "ωB97M-V with the def2-TZVPD basis set",
  "elements": ["O", "C", "C", "C", "C", "C", "N", "H", "H", "H", "H", "H"],
  "xyz": [[1.823, -0.884, 0.116], [0.831, -0.332, 0.933], [-0.113, 0.595, 0.124], [-0.686, -0.051, -1.065], [-1.020, -0.474, -2.141], [-1.123, 1.188, 1.015], [-1.865, 1.663, 1.764], [1.392, -1.486, -0.507], [0.244, -1.097, 1.460], [1.340, 0.279, 1.684], [0.498, 1.413, -0.275], [-1.321, -0.814, -3.107]],
  "spin_multiplicity": 1,
  "gap_ev": 11.42,
  "charge": 0,
  "e_homo_ev": -10.76
}


iii) {
  "formula": "C5H5NO",
  "method": "ωB97M-V with the def2-TZVPD basis set",
  "elements": ["N", "C", "C", "O", "C", "C", "C", "H", "H", "H", "H", "H"],
  "xyz": [[2.787, 1.239, 0.270], [1.938, 0.458, 0.288], [0.844, -0.525, 0.268], [-0.109, -0.324, 1.321], [-1.205, -0.250, 0.413], [-0.846, 0.981, -1.032], [-0.240, -0.308, -0.822], [1.258, -1.538, 0.301], [-1.931, -1.062, 0.476], [-1.784, 0.698, 0.478], [-0.324, 1.724, -0.400], [-0.388, -1.093, -1.562]],
  "spin_multiplicity": 1,
  "gap_ev": 9.79,
  "charge": 0,
  "e_homo_ev": -9.34
}


Stability verdict: ii), ahead by 16.6 kJ/mol


i) {
  "formula": "C5H5NO",
  "method": "ωB97M-V with the def2-TZVPD basis set",
  "elements": ["C", "C", "C", "C", "C", "H", "H", "H", "H", "H", "N", "O"],
  "xyz": [[0.483, -0.808, 1.362], [-0.041, -0.451, 0.190], [-1.170, -0.735, -0.700], [-1.368, 0.336, -1.522], [0.407, 0.861, -0.381], [2.121, -0.776, 2.548], [0.363, -1.815, 1.773], [-1.962, -1.552, -0.491], [-2.283, 0.244, -2.144], [1.278, 1.382, -0.136], [-0.351, 1.240, -1.366], [1.635, -0.172, 1.789]],
  "spin_multiplicity": 1,
  "gap_ev": 8.44,
  "charge": 0,
  "e_homo_ev": -8.66
}


ii) {
  "formula": "C5H5NO",
  "method": "ωB97M-V with the def2-TZVPD basis set",
  "elements": ["N", "C", "C", "O", "C", "C", "C", "H", "H", "H", "H", "H"],
  "xyz": [[-0.241, -2.879, 1.077], [0.102, -1.775, 1.056], [0.276, -0.316, 1.028], [1.430, 0.219, 0.363], [0.580, 1.072, -0.416], [-0.234, 0.248, -1.339], [-0.675, 0.403, 0.095], [0.235, 0.081, 2.048], [0.887, 2.105, -0.541], [-0.854, 0.823, -2.022], [0.166, -0.684, -1.735], [-1.674, 0.702, 0.385]],
  "spin_multiplicity": 1,
  "gap_ev": 11.10,
  "charge": 0,
  "e_homo_ev": -10.24
}


Stability verdict: i), ahead by 7.6 kJ/mol


i) {
  "formula": "C5H5NO",
  "method": "ωB97M-V with the def2-TZVPD basis set",
  "elements": ["O", "C", "C", "C", "C", "C", "N", "H", "H", "H", "H", "H"],
  "xyz": [[1.974, 1.815, -0.666], [0.915, 1.279, -0.449], [0.800, -0.166, -0.093], [0.004, -0.551, 1.125], [-0.535, -0.878, -0.236], [-1.685, -0.139, -0.713], [-2.598, 0.470, -1.082], [-0.041, 1.840, -0.503], [1.691, -0.746, -0.310], [-0.493, 0.238, 1.684], [0.378, -1.373, 1.728], [-0.501, -1.910, -0.570]],
  "spin_multiplicity": 1,
  "gap_ev": 10.94,
  "charge": 0,
  "e_homo_ev": -10.29
}


ii) {
  "formula": "C5H5NO",
  "method": "ωB97M-V with the def2-TZVPD basis set",
  "elements": ["C", "C", "C", "C", "C", "N", "O", "H", "H", "H", "H", "H"],
  "xyz": [[-2.003, 0.965, -0.022], [-2.731, -0.315, -0.126], [-0.729, 0.847, 0.144], [0.646, 0.766, 0.065], [2.608, -0.603, 0.222], [2.078, 0.718, 0.105], [-2.787, -1.285, 0.594], [-2.545, 1.886, -0.107], [-3.086, -0.347, -1.285], [3.157, -0.659, -0.848], [3.430, -0.606, 0.854], [1.962, -1.369, 0.404]],
  "spin_multiplicity": 1,
  "gap_ev": 8.44,
  "charge": 0,
  "e_homo_ev": -9.41
}


iii) {
  "formula": "C5H5NO",
  "method": "ωB97M-V with the def2-TZVPD basis set",
  "elements": ["C", "C", "C", "C", "C", "H", "H", "H", "H", "H", "N", "O"],
  "xyz": [[1.926, 0.395, 0.049], [0.331, -0.734, -0.210], [-0.987, -1.267, -0.041], [-0.860, 1.041, 0.131], [0.442, 0.630, -0.186], [2.201, 1.014, 0.979], [2.450, 0.565, -0.865], [-1.257, -2.235, 0.412], [-2.792, -0.123, -0.158], [-1.325, 1.932, -0.201], [-1.717, -0.143, 0.027], [1.590, -1.073, 0.063]],
  "spin_multiplicity": 1,
  "gap_ev": 8.68,
  "charge": 0,
  "e_homo_ev": -7.72
}


iv) {
  "formula": "C5H5NO",
  "method": "ωB97M-V with the def2-TZVPD basis set",
  "elements": ["O", "C", "C", "C", "C", "C", "N", "H", "H", "H", "H", "H"],
  "xyz": [[1.300, 0.280, 2.007], [0.532, 0.461, 1.092], [0.361, 1.699, 0.328], [0.011, 2.441, -0.557], [-0.446, -0.532, 0.516], [-0.200, -1.049, -0.845], [-0.235, -1.947, 0.314], [-0.296, 3.091, -1.345], [-1.469, -0.255, 0.770], [0.767, -0.847, -1.305], [-1.031, -1.109, -1.543], [0.706, -2.232, 0.567]],
  "spin_multiplicity": 1,
  "gap_ev": 9.98,
  "charge": 0,
  "e_homo_ev": -9.90
}


Stability verdict: i), ahead by 209.1 kJ/mol


i) {
  "formula": "C5H5NO",
  "method": "ωB97M-V with the def2-TZVPD basis set",
  "elements": ["C", "C", "C", "C", "C", "H", "H", "H", "H", "H", "N", "O"],
  "xyz": [[1.555, -0.673, -0.190], [0.203, 1.597, -0.562], [-0.377, 1.027, 0.622], [-1.552, 0.028, 0.375], [-2.176, -0.882, -0.359], [2.584, -0.835, -0.903], [-0.557, 1.300, -1.501], [0.399, 2.685, -0.638], [-0.354, 1.336, 1.784], [-2.558, -2.116, -0.911], [1.031, 0.643, 0.136], [0.918, -1.682, 0.237]],
  "spin_multiplicity": 1,
  "gap_ev": 10.04,
  "charge": 0,
  "e_homo_ev": -9.52
}


ii) {
  "formula": "C5H5NO",
  "method": "ωB97M-V with the def2-TZVPD basis set",
  "elements": ["O", "C", "C", "C", "C", "C", "N", "H", "H", "H", "H", "H"],
  "xyz": [[0.880, 2.189, 0.191], [0.630, 1.036, -0.078], [1.659, -0.003, -0.045], [2.478, -0.890, -0.037], [-0.758, 0.584, -0.474], [-1.252, -0.739, -0.041], [-1.802, 0.481, 0.542], [3.199, -1.678, -0.011], [-1.096, 1.016, -1.415], [-0.580, -1.341, 0.570], [-1.929, -1.305, -0.678], [-1.430, 0.651, 1.476]],
  "spin_multiplicity": 1,
  "gap_ev": 9.82,
  "charge": 0,
  "e_homo_ev": -9.95
}


Stability verdict: ii), ahead by 387.7 kJ/mol


i) {
  "formula": "C4H10NOP",
  "method": "ωB97M-V with the def2-TZVPD basis set",
  "elements": ["C", "C", "C", "C", "N", "O", "P", "H", "H", "H", "H", "H", "H", "H", "H", "H", "H"],
  "xyz": [[-0.066, 0.774, 1.416], [1.533, -0.727, 0.098], [0.088, 1.157, -1.211], [0.306, 0.193, -0.011], [-0.865, -0.679, -0.056], [-2.888, -2.138, -0.812], [-2.023, -0.991, -1.199], [-0.879, 1.357, 1.367], [-0.316, 0.055, 2.121], [0.706, 1.337, 1.824], [1.306, -1.580, -0.723], [1.580, -1.200, 0.989], [2.331, -0.145, -0.196], [-0.820, 1.731, -1.261], [1.047, 1.714, -1.330], [0.084, 0.525, -2.004], [-1.125, -1.383, 0.988]],
  "spin_multiplicity": 1,
  "gap_ev": 10.04,
  "charge": 0,
  "e_homo_ev": -9.39
}


ii) {
  "formula": "C4H10NOP",
  "method": "ωB97M-V with the def2-TZVPD basis set",
  "elements": ["C", "C", "C", "C", "N", "O", "P", "H", "H", "H", "H", "H", "H", "H", "H", "H", "H"],
  "xyz": [[-0.495, 1.441, 1.745], [-1.193, -0.030, -1.532], [0.832, -1.824, 1.200], [0.314, 0.229, -1.768], [0.227, 1.635, 0.755], [2.431, 0.826, -0.012], [1.090, 0.366, -0.039], [-0.871, 2.396, 2.169], [-0.813, 0.511, 2.257], [-1.639, 0.768, -0.952], [-1.888, -0.106, -2.438], [-1.481, -0.837, -0.817], [-0.318, -1.722, 1.123], [1.297, -2.541, 0.446], [1.296, -1.646, 2.220], [0.486, 1.232, -2.121], [0.725, -0.698, -2.237]],
  "spin_multiplicity": 1,
  "gap_ev": 9.09,
  "charge": 0,
  "e_homo_ev": -8.72
}


iii) {
  "formula": "C4H10NOP",
  "method": "ωB97M-V with the def2-TZVPD basis set",
  "elements": ["C", "C", "C", "C", "N", "O", "P", "H", "H", "H", "H", "H", "H", "H", "H", "H", "H"],
  "xyz": [[0.995, 1.547, -1.284], [2.180, 2.122, -1.891], [-0.263, 1.544, -2.101], [-2.173, -3.705, 3.048], [0.889, 1.070, -0.121], [0.730, 0.392, 2.372], [0.986, -0.131, 1.042], [2.807, 1.954, -1.075], [1.889, 3.164, -2.050], [2.334, 1.878, -2.919], [-1.130, 2.163, -1.689], [-0.533, 0.538, -2.265], [0.019, 1.990, -3.151], [-1.596, -4.351, 2.441], [-2.277, -4.098, 4.082], [-3.169, -3.399, 2.472], [-1.688, -2.679, 3.091]],
  "spin_multiplicity": 1,
  "gap_ev": 10.12,
  "charge": 0,
  "e_homo_ev": -9.64
}


Stability verdict: iii), ahead by 50.6 kJ/mol


i) {
  "formula": "C4H10NOP",
  "method": "ωB97M-V with the def2-TZVPD basis set",
  "elements": ["C", "C", "C", "C", "N", "O", "P", "H", "H", "H", "H", "H", "H", "H", "H", "H", "H"],
  "xyz": [[-0.218, -1.171, 0.691], [-1.230, 1.121, 0.469], [0.062, 0.285, -1.404], [-0.022, 0.249, 0.150], [1.291, 0.658, 0.595], [3.349, 1.097, 1.817], [1.755, 1.034, 2.016], [-0.784, -1.763, -0.021], [0.732, -1.768, 0.901], [-0.722, -1.136, 1.719], [-1.940, 0.848, -0.252], [-1.131, 2.168, 0.204], [-1.336, 1.049, 1.643], [0.211, -0.836, -1.779], [-0.823, 0.734, -1.790], [0.859, 0.884, -1.684], [3.712, 0.731, 0.921]],
  "spin_multiplicity": 1,
  "gap_ev": 9.64,
  "charge": 0,
  "e_homo_ev": -9.16
}


ii) {
  "formula": "C4H10NOP",
  "method": "ωB97M-V with the def2-TZVPD basis set",
  "elements": ["C", "C", "C", "C", "N", "O", "P", "H", "H", "H", "H", "H", "H", "H", "H", "H", "H"],
  "xyz": [[-0.397, 0.820, 0.623], [-2.701, 0.904, 0.169], [1.061, -1.316, -0.639], [1.267, -0.355, 0.598], [-1.344, 0.308, 0.017], [0.377, -2.481, -0.223], [2.456, 0.977, 0.438], [-0.227, 1.738, 1.262], [-3.528, 0.304, -0.147], [-2.688, 1.751, -0.512], [-2.979, 1.295, 1.136], [2.061, -1.613, -0.976], [0.495, -0.617, -1.370], [1.155, -0.921, 1.542], [-0.622, -2.376, -0.309], [1.918, 1.382, -0.844], [3.603, 0.178, 0.037]],
  "spin_multiplicity": 1,
  "gap_ev": 9.77,
  "charge": 0,
  "e_homo_ev": -8.85
}


iii) {
  "formula": "C4H10NOP",
  "method": "ωB97M-V with the def2-TZVPD basis set",
  "elements": ["C", "C", "C", "C", "N", "O", "P", "H", "H", "H", "H", "H", "H", "H", "H", "H", "H"],
  "xyz": [[-0.464, 1.179, 0.660], [-0.445, -0.293, -1.513], [0.054, -1.381, 0.747], [0.186, -0.044, -0.018], [1.568, 0.171, -0.354], [3.945, 0.471, -0.322], [2.782, -0.219, 0.499], [-1.566, 1.090, 0.819], [-0.174, 1.439, 1.718], [-0.379, 2.057, -0.006], [-0.072, -1.157, -2.084], [-0.073, 0.676, -1.888], [-1.562, -0.395, -1.232], [0.716, -1.311, 1.629], [-0.911, -1.535, 0.858], [0.559, -2.196, 0.179], [3.338, 0.815, -1.106]],
  "spin_multiplicity": 1,
  "gap_ev": 9.66,
  "charge": 0,
  "e_homo_ev": -9.21
}


iv) {
  "formula": "C4H10NOP",
  "method": "ωB97M-V with the def2-TZVPD basis set",
  "elements": ["C", "C", "C", "C", "N", "O", "P", "H", "H", "H", "H", "H", "H", "H", "H", "H", "H"],
  "xyz": [[-0.579, -0.730, 2.381], [-0.157, -1.568, 1.267], [-1.285, 0.145, -1.608], [-0.660, 1.042, -0.976], [0.676, 1.341, -1.363], [-0.441, -0.166, 1.092], [2.030, 0.879, -0.523], [-1.507, -0.608, 3.013], [0.324, -0.600, 2.989], [-0.763, -2.192, 0.715], [-2.362, 0.012, -1.663], [0.912, -2.067, 1.537], [-0.813, -0.310, -2.488], [-1.065, 1.699, -0.114], [0.841, 2.272, -1.682], [1.992, -0.454, -0.962], [2.856, 1.307, -1.615]],
  "spin_multiplicity": 1,
  "gap_ev": 8.83,
  "charge": 0,
  "e_homo_ev": -7.78
}


Stability verdict: i), ahead by 9.8 kJ/mol